Record 1
Density functional theory data (ωB97M-V with the def2-TZVPD basis set) for a molecular structure, C49H68F7O9Zn.

Geometry as XYZ:
```
134
Properties=species:S:1:pos:R:3
Zn 0.460 2.856 -2.265
C -0.745 0.463 -1.981
O -0.072 1.229 -0.938
O -0.773 1.380 -3.051
C -0.198 -0.983 -2.203
F -1.083 -1.968 -2.033
F 0.410 -1.245 -3.371
F 0.704 -1.201 -1.295
C -0.536 1.011 0.395
C 0.515 1.606 1.294
H 1.540 1.290 1.101
H 0.450 2.694 1.314
H 0.372 1.348 2.344
H -0.454 -0.014 0.759
H -1.461 1.508 0.685
H -1.767 0.254 -1.665
F 1.169 -8.694 0.163
C 0.839 -7.572 -0.443
C 0.560 -6.445 0.323
C 0.366 -5.187 -0.360
C 0.351 -5.125 -1.725
C 0.448 -6.304 -2.424
C 0.725 -7.481 -1.864
H 0.685 -6.543 1.391
H 0.283 -4.254 0.177
H 0.229 -4.137 -2.145
H 0.540 -6.389 -3.497
H 0.996 -8.298 -2.517
F -6.303 -4.447 -4.662
C -5.373 -4.584 -3.706
C -4.761 -3.487 -3.136
C -3.779 -3.607 -2.140
C -3.392 -4.914 -1.690
C -4.042 -5.968 -2.223
C -4.957 -5.823 -3.295
H -5.035 -2.478 -3.405
H -3.305 -2.713 -1.761
H -2.636 -4.917 -0.919
H -3.905 -6.979 -1.868
H -5.449 -6.669 -3.752
F -4.374 2.132 4.442
C -3.136 1.817 4.659
C -2.746 0.520 4.334
C -1.363 0.218 4.363
C -0.422 1.242 4.701
C -0.854 2.445 5.201
C -2.222 2.729 5.235
H -3.458 -0.260 4.107
H -0.968 -0.728 4.023
H 0.611 0.927 4.693
H -0.135 3.147 5.596
H -2.551 3.670 5.649
F 3.868 0.791 1.413
C 3.909 0.749 2.785
C 3.112 -0.141 3.527
C 3.180 -0.079 4.860
C 3.887 0.904 5.510
C 4.723 1.768 4.810
C 4.743 1.723 3.415
H 2.569 -0.895 2.976
H 2.619 -0.858 5.356
H 3.803 0.951 6.585
H 5.270 2.505 5.379
H 5.357 2.291 2.731
C 2.105 5.898 -0.412
C 2.370 4.441 -0.270
O 1.624 3.568 -0.678
C 3.639 4.048 0.572
H 2.397 6.471 0.467
H 1.070 6.038 -0.727
H 2.715 6.250 -1.244
H 3.423 3.190 1.209
H 3.941 4.952 1.100
H 4.480 3.858 -0.096
C 1.212 -3.681 -5.523
C -0.035 -4.263 -6.140
O 0.002 -5.105 -7.071
C -1.388 -3.925 -5.576
H 1.421 -4.077 -4.529
H 1.230 -2.592 -5.501
H 2.026 -4.070 -6.135
H -1.522 -4.504 -4.662
H -2.331 -4.047 -6.109
H -1.419 -2.895 -5.223
C -3.474 3.662 -0.084
C -2.313 4.279 -0.928
O -1.396 3.541 -1.162
C -2.378 5.750 -1.207
H -4.497 3.830 -0.418
H -3.436 4.044 0.936
H -3.254 2.595 -0.109
H -2.378 5.967 -2.275
H -1.597 6.432 -0.870
H -3.273 6.117 -0.705
C 2.813 -2.435 0.642
C 3.693 -3.525 1.336
O 3.454 -3.912 2.472
C 4.736 -4.228 0.493
H 2.227 -2.809 -0.197
H 3.377 -1.527 0.427
H 2.060 -2.073 1.342
H 5.753 -4.139 0.876
H 4.659 -3.697 -0.456
H 4.413 -5.249 0.290
C 3.809 -0.297 -2.562
C 3.394 1.157 -3.006
O 2.369 1.750 -2.608
C 4.309 1.885 -4.054
H 3.554 -0.393 -1.506
H 4.855 -0.504 -2.786
H 3.200 -1.000 -3.131
H 5.317 1.556 -3.800
H 4.177 2.951 -3.868
H 4.122 1.685 -5.109
C -1.066 7.429 4.296
C -0.839 6.341 3.260
O -1.712 6.160 2.405
C 0.593 5.739 3.159
H -0.344 7.377 5.110
H -2.108 7.538 4.598
H -0.884 8.320 3.694
H 0.736 5.208 2.218
H 0.446 4.912 3.854
H 1.367 6.340 3.635
C -4.549 0.101 -1.002
C -5.474 -0.002 0.222
O -6.703 0.042 0.124
C -4.797 -0.327 1.495
H -3.921 0.992 -0.996
H -5.210 0.317 -1.842
H -3.893 -0.766 -1.080
H -5.513 -0.828 2.147
H -4.306 0.516 1.981
H -4.112 -1.160 1.336
```

Output
* total charge: +1
* LUMO: -3.625 eV

Record 2
Density functional theory data (ωB97M-V with the def2-TZVPD basis set) for a molecular structure, ArH22O11.

Geometry as XYZ:
```
34
Properties=species:S:1:pos:R:3
Ar 0.144 0.383 -0.608
O 2.254 -1.998 -1.357
H 1.317 -1.887 -1.521
H 2.315 -2.144 -0.413
O -0.338 -2.655 -2.604
H -1.192 -2.377 -2.937
H -0.516 -3.475 -2.144
O -2.841 2.451 -0.466
H -2.166 2.780 0.128
H -2.375 2.274 -1.283
O 2.932 2.647 0.381
H 2.887 1.971 -0.296
H 3.043 3.465 -0.104
O 2.067 -2.575 1.412
H 2.874 -2.726 1.905
H 1.682 -1.797 1.815
O -1.513 -1.959 1.335
H -2.110 -1.493 1.921
H -0.672 -1.516 1.448
O -2.473 0.747 -2.540
H -2.460 -0.154 -2.864
H -3.380 1.031 -2.657
O -4.478 0.087 0.459
H -3.676 0.540 0.197
H -4.284 -0.258 1.331
O 0.634 2.328 2.179
H -0.164 2.827 2.004
H 1.293 2.721 1.607
O 3.316 0.476 -1.281
H 3.073 0.879 -2.115
H 2.914 -0.392 -1.308
O 0.728 -0.409 2.631
H 0.806 0.463 2.246
H 0.355 -0.256 3.499
```

Output
* total charge: 0
* LUMO: -0.008 eV
* energy relative to the best compared isomer or geometry (same formula, charge and spin): 44.5 kJ/mol

Record 3
Density functional theory data (ωB97M-V with the def2-TZVPD basis set) for a single C29H30N4O2 molecule.

Geometry as XYZ:
```
65
Properties=species:S:1:pos:R:3
C -3.616 4.948 -2.519
C -4.375 3.816 -1.824
C -3.414 2.824 -1.234
C -2.936 1.760 -1.988
C -2.015 0.867 -1.474
C -1.545 1.031 -0.176
N -0.611 0.179 0.417
C 0.108 -0.807 -0.157
O 0.042 -1.165 -1.314
C 1.084 -1.485 0.827
C 0.319 -2.156 1.982
C -0.758 -3.023 1.418
C -2.065 -2.685 1.221
N -2.733 -3.718 0.625
C -1.862 -4.746 0.409
C -2.061 -5.995 -0.165
C -0.977 -6.841 -0.245
C 0.279 -6.458 0.235
C 0.483 -5.222 0.805
C -0.596 -4.344 0.899
N 2.103 -0.551 1.291
C 1.922 0.483 2.131
O 0.876 0.713 2.721
C 3.128 1.419 2.301
C 2.744 2.710 1.553
C 2.533 2.321 0.122
C 1.394 2.621 -0.604
C 1.242 2.128 -1.889
C 2.219 1.320 -2.444
C 3.360 1.011 -1.721
C 3.523 1.514 -0.440
C 4.728 1.237 0.420
N 4.401 0.934 1.817
C -2.023 2.092 0.592
C -2.943 2.976 0.064
H -2.972 5.463 -1.810
H -2.994 4.551 -3.318
H -4.311 5.669 -2.945
H -5.005 4.236 -1.037
H -5.022 3.319 -2.550
H -3.294 1.624 -2.999
H -1.651 0.048 -2.071
H -0.381 0.407 1.384
H 1.600 -2.260 0.252
H 1.021 -2.754 2.567
H -0.111 -1.398 2.635
H -2.576 -1.775 1.472
H -3.703 -3.708 0.359
H -3.033 -6.290 -0.535
H -1.095 -7.819 -0.687
H 1.103 -7.153 0.152
H 1.457 -4.939 1.175
H 2.950 -0.546 0.743
H 3.223 1.626 3.375
H 3.560 3.429 1.652
H 1.839 3.135 1.988
H 0.621 3.234 -0.163
H 0.349 2.359 -2.449
H 2.089 0.919 -3.437
H 4.122 0.377 -2.152
H 5.332 0.429 0.002
H 5.355 2.141 0.427
H 4.528 -0.045 2.041
H -1.662 2.217 1.603
H -3.302 3.796 0.670
```

Output
* total charge: 0
* SMILES: CCc1ccc(NC(=O)[C@H](Cc2c[nH]c3ccccc23)NC(=O)[C@@H]2Cc3ccccc3CN2)cc1
* LUMO: 0.634 eV
* energy relative to the best compared isomer or geometry (same formula, charge and spin): 10.3 kJ/mol

Record 4
Density functional theory data (ωB97M-V with the def2-TZVPD basis set) for 2 unconnected molecules or ions with the total composition C59H75N4O.

Geometry as XYZ:
```
139
Properties=species:S:1:pos:R:3
C -4.814 -1.185 0.612
C -4.701 -0.741 2.068
C -5.636 0.444 2.271
C -3.241 -0.452 2.399
C -2.640 0.777 2.099
C -1.252 0.925 2.101
C -0.544 2.177 1.591
C -1.365 3.465 1.689
C 0.142 1.955 0.242
C -0.453 -0.131 2.627
C 0.987 0.033 2.821
N 1.499 0.759 3.895
C 0.871 1.866 4.576
C 1.246 3.192 4.265
C 2.470 3.514 3.403
C 3.757 3.438 4.223
C 2.325 4.819 2.620
C 0.431 4.225 4.748
C -0.677 3.932 5.545
C -0.941 2.620 5.952
C -0.133 1.569 5.512
C -0.250 0.153 6.088
C -1.687 -0.218 6.462
C 0.723 -0.107 7.238
N 2.832 0.600 3.978
N 3.170 -0.185 2.924
C 4.574 -0.330 2.660
C 5.169 0.419 1.622
C 4.431 1.541 0.869
C 4.320 1.311 -0.633
C 5.093 2.886 1.151
C 6.528 0.232 1.358
C 7.301 -0.545 2.214
C 6.740 -1.097 3.364
C 5.370 -1.018 3.598
C 4.884 -1.612 4.941
C 3.553 -2.356 4.976
C 4.874 -0.526 6.017
C 2.058 -0.456 2.094
C 2.052 -1.051 0.833
C -1.075 -1.337 3.050
C -0.223 -2.461 3.619
C 0.225 -3.409 2.508
C -0.884 -3.229 4.757
C -2.445 -1.495 2.867
H -4.127 -2.009 0.403
H -5.825 -1.515 0.348
H -4.550 -0.348 -0.047
H -5.032 -1.575 2.699
H -5.547 0.863 3.273
H -5.418 1.227 1.542
H -6.677 0.148 2.127
H -3.274 1.618 1.804
H 0.280 2.324 2.306
H -1.700 3.604 2.727
H -0.738 4.330 1.432
H -2.244 3.450 1.027
H 0.806 1.081 0.307
H -0.586 1.763 -0.562
H 0.757 2.830 -0.017
H 2.511 2.701 2.665
H 4.045 2.391 4.371
H 4.583 3.953 3.727
H 3.611 3.882 5.215
H 1.319 4.910 2.199
H 2.510 5.692 3.256
H 3.031 4.853 1.782
H 0.670 5.266 4.494
H -1.328 4.748 5.874
H -1.777 2.402 6.619
H 0.035 -0.503 5.258
H -2.325 -0.204 5.567
H -1.735 -1.219 6.912
H -2.102 0.494 7.188
H 1.754 0.122 6.948
H 0.460 0.513 8.103
H 0.697 -1.157 7.554
H 3.411 1.569 1.272
H 3.622 0.499 -0.851
H 3.952 2.224 -1.113
H 5.294 1.066 -1.070
H 5.266 3.002 2.224
H 6.063 2.967 0.648
H 4.454 3.708 0.812
H 6.973 0.746 0.499
H 8.360 -0.676 2.003
H 7.384 -1.621 4.082
H 5.652 -2.357 5.206
H 3.458 -3.094 4.175
H 3.448 -2.874 5.941
H 2.721 -1.650 4.911
H 5.850 -0.034 6.094
H 4.128 0.229 5.730
H 4.604 -0.943 6.996
H 2.981 -1.435 0.436
H 1.113 -1.085 0.296
H 0.686 -2.003 4.038
H 0.937 -2.896 1.854
H 0.701 -4.304 2.927
H -0.633 -3.710 1.893
H -1.120 -2.570 5.600
H -1.810 -3.715 4.430
H -0.194 -3.999 5.125
H -2.909 -2.456 3.112
C 2.093 -8.448 -3.377
O 0.741 -7.935 -3.411
C 0.473 -6.681 -2.944
C 1.415 -5.621 -2.890
C 1.046 -4.426 -2.290
C -0.253 -4.208 -1.759
C -0.687 -2.922 -1.221
C -0.693 -1.758 -2.012
C -1.835 -0.860 -2.317
C -3.209 -0.992 -2.179
C -4.070 -0.103 -2.852
C -3.579 0.826 -3.778
C -2.202 0.950 -3.979
C -1.377 0.079 -3.271
N -0.083 -0.289 -3.636
C 0.593 0.255 -4.800
C 0.333 -1.367 -2.905
C -1.176 -5.288 -1.868
C -0.858 -6.458 -2.518
H 1.979 -9.522 -3.542
H 2.682 -8.005 -4.193
H 2.582 -8.283 -2.403
H 2.433 -5.777 -3.262
H 1.776 -3.626 -2.192
H -1.309 -2.907 -0.318
H -3.608 -1.797 -1.564
H -5.143 -0.143 -2.655
H -4.273 1.440 -4.347
H -1.784 1.633 -4.714
H 0.258 1.292 -4.968
H 1.671 0.230 -4.601
H 0.373 -0.365 -5.689
H 1.284 -1.864 -3.087
H -2.178 -5.179 -1.453
H -1.568 -7.279 -2.628
```

Output
* total charge: +1
* LUMO: -4.710 eV

Record 5
Density functional theory data (ωB97M-V with the def2-TZVPD basis set) for a molecular structure, C24H19BrCl3N5O4S2Zn.

Geometry as XYZ:
```
59
Properties=species:S:1:pos:R:3
Zn 0.951 0.987 3.349
C -1.033 1.888 7.786
S 0.026 0.388 7.761
C 0.738 0.584 6.220
S 0.480 2.027 5.325
N 1.474 -0.484 5.878
N 1.844 -0.446 4.589
C 2.600 -1.310 4.047
C 2.927 -1.052 2.609
C 3.813 -1.852 1.959
C 4.085 -1.605 0.597
C 3.667 -0.407 0.107
C 2.744 0.379 0.817
N 2.481 0.087 2.068
H -1.541 1.792 8.732
H -1.739 1.939 6.938
H -0.460 2.779 7.729
H 3.105 -2.063 4.682
H 4.192 -2.678 2.449
H 4.656 -2.162 -0.076
H 3.913 -0.169 -0.922
H 2.410 1.377 0.468
C -0.205 -2.935 0.929
O 0.756 -3.135 -0.128
C 0.045 -2.936 -1.310
C -0.510 -4.098 -1.823
C -1.269 -4.014 -2.958
Br -2.037 -5.575 -3.661
C -1.490 -2.822 -3.600
C -0.971 -1.699 -3.065
C -0.172 -1.698 -1.926
O 0.357 -0.654 -1.262
C -1.296 -0.333 -3.698
N -1.128 -0.026 -4.944
C -1.680 1.246 -5.117
C -1.776 2.103 -6.210
C -2.436 3.328 -6.064
C -2.808 3.812 -4.841
C -2.730 2.947 -3.747
C -2.125 1.705 -3.887
N -1.933 0.708 -2.979
H -0.910 -3.733 0.866
H -0.662 -1.965 0.828
H 0.370 -3.014 1.864
H -0.370 -5.107 -1.362
H -2.138 -2.740 -4.483
H 0.070 0.197 -1.600
H -1.368 1.730 -7.107
H -2.502 3.967 -6.951
H -3.156 4.818 -4.579
H -3.123 3.268 -2.755
H -2.006 0.831 -1.982
Cl 0.907 3.456 1.953
C -0.058 2.767 0.528
Cl 0.894 2.665 -0.986
Cl -1.367 3.879 0.238
C -0.692 1.329 0.827
O -1.477 0.988 -0.031
O -0.339 0.741 1.912
```

Output
* total charge: 0
* LUMO: -1.016 eV

Kohn-Sham gap, respectively: 7.0, 11.0, 8.5, 3.4, 7.4 eV.
E_tot, respectively: -5063.11511, -1368.35601, -1492.67242, -2587.13919, -8031.03752 hartree.
Strongest force on any atom, respectively: 0.0797, 0.0291, 0.0128, 0.0613, 0.0808 Eh/bohr.